Formula: C36H47As2BrN5O12S2Y
Source: the Open Molecules 2025 dataset
Level of theory: ωB97M-V with the def2-TZVPD basis set

Properties
- Energy relative to the best compared isomer or geometry (same formula, charge and spin): 82.73 kcal per mole
- F_max: 0.0750 hartree/bohr
- DFT total energy: -284547.6276 eV
- HOMO-LUMO gap: 7.57 eV

Cartesian coordinates (Å):
Y (-0.79319, 1.10047, 0.48732)
O (1.83345, 4.59269, -3.06080)
C (2.03463, 5.03555, -1.78713)
C (2.57204, 6.31019, -1.64165)
C (2.85061, 6.81736, -0.38865)
C (2.58591, 6.05874, 0.73865)
C (2.04224, 4.79539, 0.60018)
C (1.76540, 4.26689, -0.65033)
C (1.17887, 2.87071, -0.79310)
O (0.83137, 2.26745, 0.36867)
N (2.19814, 2.03740, -1.49315)
N (2.16527, 0.74991, -1.22877)
C (3.18752, 0.01484, -1.47025)
C (3.17245, -1.39219, -1.22693)
Br (1.87315, -1.92420, 0.10620)
C (3.99011, -2.31775, -1.75589)
C (4.93815, -2.05223, -2.82792)
C (6.14296, -2.75803, -2.87616)
C (7.07304, -2.49397, -3.86355)
C (6.81017, -1.53923, -4.83428)
C (5.59234, -0.87774, -4.83431)
C (4.66512, -1.13098, -3.84135)
H (1.31541, 3.77982, -3.06881)
H (2.76750, 6.88009, -2.53576)
H (3.26729, 7.80950, -0.29669)
H (2.80314, 6.45007, 1.71944)
H (1.83282, 4.18716, 1.46810)
H (0.30505, 2.93246, -1.48653)
H (3.10549, 2.46947, -1.68689)
H (4.12427, 0.43292, -1.85359)
H (3.95802, -3.33052, -1.38157)
H (6.34846, -3.50627, -2.12395)
H (8.00717, -3.03744, -3.87570)
H (7.55093, -1.31833, -5.58863)
H (5.36406, -0.16527, -5.61339)
H (3.69872, -0.65070, -3.87209)
O (-0.89402, 2.98509, 2.38422)
As (-2.02373, 3.63301, 1.08725)
O (-1.77127, 5.23021, 1.07503)
O (-1.71424, 2.83196, -0.30387)
C (-3.74366, 3.20939, 1.93067)
C (-4.28461, 4.19522, 2.74847)
C (-5.48559, 3.97602, 3.40264)
C (-6.16772, 2.78238, 3.21636)
C (-5.63343, 1.80247, 2.39688)
C (-4.42588, 2.02132, 1.75653)
S (-3.58471, 0.58948, 1.09425)
O (-4.42839, -0.55197, 1.36992)
O (-2.33385, 0.57374, 1.92173)
O (-3.18332, 0.67669, -0.30165)
H (-0.25596, 3.70401, 2.50427)
H (-3.72411, 5.11514, 2.88628)
H (-5.88391, 4.73217, 4.06352)
H (-7.09626, 2.59612, 3.73575)
H (-6.10779, 0.84059, 2.27022)
C (2.71610, 1.76030, 2.87630)
C (2.31391, 0.32766, 3.21089)
As (0.39752, 0.02259, 2.70710)
C (-0.42508, 0.83313, 4.33776)
C (-0.42366, 0.03647, 5.63802)
C (0.24366, -1.93687, 3.19376)
C (1.36091, -2.56624, 4.02778)
H (3.79134, 1.90299, 2.97993)
H (2.20956, 2.45895, 3.54442)
H (2.42345, 1.99405, 1.85181)
H (2.44528, 0.14048, 4.28361)
H (2.94215, -0.37532, 2.65612)
H (-1.45454, 1.06453, 4.05552)
H (0.08685, 1.78925, 4.49681)
H (-0.94126, -0.91165, 5.51629)
H (-0.94838, 0.60508, 6.40395)
H (0.58918, -0.15703, 5.99012)
H (0.18725, -2.50124, 2.26048)
H (-0.72248, -2.04012, 3.69564)
H (2.24175, -2.71097, 3.40550)
H (1.04686, -3.53866, 4.40418)
H (1.63952, -1.94941, 4.87907)
C (-5.88578, -4.14280, -2.33085)
C (-5.04510, -4.92991, -3.30885)
S (-3.31042, -4.37095, -3.31717)
O (-2.56483, -5.26335, -4.15735)
O (-3.21417, -2.96252, -3.57999)
C (-2.73353, -4.63295, -1.59538)
C (-1.25880, -4.27484, -1.53889)
N (-1.01860, -2.85339, -1.64486)
C (-1.32428, -1.93946, -0.70162)
N (-0.88785, -0.72626, -1.04031)
C (-0.34222, -0.84826, -2.27195)
C (-0.39789, -2.16635, -2.66557)
N (0.19105, -2.71516, -3.82763)
O (0.46213, -1.93208, -4.71063)
O (0.45278, -3.90111, -3.83768)
C (-2.05902, -2.25714, 0.53849)
H (-6.94156, -4.35202, -2.49059)
H (-5.71701, -3.07878, -2.47272)
H (-5.64924, -4.39752, -1.30078)
H (-5.38585, -4.80807, -4.33380)
H (-5.00228, -5.99080, -3.07961)
H (-2.88173, -5.68393, -1.36493)
H (-3.34066, -3.99489, -0.96508)
H (-0.75021, -4.77646, -2.36673)
H (-0.81674, -4.61495, -0.59632)
H (0.07415, -0.02080, -2.81652)
H (-1.91554, -3.29095, 0.84503)
H (-3.12447, -2.04523, 0.40972)
H (-1.74784, -1.58435, 1.33835)

These are the Löwdin partial charges, in e, on atoms 1 to 2: 1.176 0.063